# 1
C34H29F3P | ωB97M-V with the def2-TZVPD basis set

```
! RIJCOSX wB97M-V def2-TZVPD def2/J DEFGRID3
* xyz 1 1
C 4.63359 2.95395 2.96719
C 3.45791 2.46236 2.15434
C 3.65816 1.78655 0.94168
C 2.57563 1.23646 0.25818
C 1.25927 1.40905 0.70522
P -0.01287 0.38844 -0.10460
C 0.22685 -1.22000 0.64565
C -0.64516 -2.23463 0.22902
C -0.73250 -3.43247 0.93672
C 0.01160 -3.61711 2.11054
C -0.15943 -4.86961 2.93375
C 0.93146 -2.63739 2.48974
C 1.03341 -1.45604 1.77091
C -1.53031 0.99116 0.69644
C -2.02542 2.22956 0.26211
C -3.03531 2.88831 0.95865
C -3.51851 2.36777 2.16661
C -4.52465 3.14229 2.98551
C -3.07238 1.11035 2.58121
C -2.09615 0.43465 1.85872
C 1.06998 2.18449 1.86602
C 2.14689 2.69681 2.57880
H 4.25859 3.52902 3.82627
H 5.25837 2.12856 3.34692
H 5.26993 3.61282 2.35609
H 4.66897 1.65656 0.53889
H 2.75328 0.60836 -0.61056
H -1.30708 -2.05411 -0.61548
H -1.41304 -4.21566 0.58481
H 0.57087 -4.86082 3.75468
H -1.16972 -4.95631 3.36518
H 0.02495 -5.75770 2.31016
H 1.55415 -2.79237 3.36999
H 1.68039 -0.66512 2.12656
H -1.56126 2.71795 -0.59379
H -3.42574 3.83422 0.57082
H -4.84059 2.53181 3.84387
H -4.11689 4.09295 3.36727
H -5.41323 3.37394 2.37736
H -3.47724 0.66515 3.49049
H -1.69828 -0.49669 2.24109
H 0.06807 2.30935 2.25353
H 1.97146 3.27100 3.48939
F 3.02703 -3.30863 -4.07812
C 2.75470 -1.98833 -3.76491
C 3.69842 -1.01440 -4.12189
C 3.35604 0.31185 -3.85886
F 4.32043 1.28103 -4.05481
C 2.18150 0.64557 -3.18093
C 1.32471 -0.35394 -2.67972
C 0.04079 0.07512 -2.00008
C -1.18417 -0.42797 -2.77646
C -2.33029 0.35073 -2.59456
C -3.59208 -0.10736 -2.96876
C -3.72482 -1.38104 -3.55823
C -2.56016 -2.01601 -3.99601
F -2.65721 -3.34913 -4.35236
C -1.29143 -1.49029 -3.73280
C 1.61253 -1.69411 -2.99657
H 4.69483 -1.27721 -4.49364
H 1.92645 1.67917 -2.98450
H -0.02110 1.25080 -1.89568
H -2.24145 1.33673 -2.14870
H -4.48205 0.50198 -2.76526
H -4.69209 -1.88814 -3.60332
H -0.43637 -1.99865 -4.16513
H 0.96774 -2.48566 -2.61465
*
```

The calculated total energy is -1953.69611 hartree. For the relative energy (zero: lowest compared OMol25 entry of this formula, charge and spin), the calculation gives 0.000 eV. The value obtained for the HOMO-LUMO gap is 8.73 eV.



# 2
C2H6FN2O4S2 | ωB97M-V with the def2-TZVPD basis set

```
! RIJCOSX wB97M-V def2-TZVPD def2/J DEFGRID3
* xyz -1 1
C 1.63112 0.84813 0.50598
C 1.53424 -0.34518 -0.37628
F 1.41088 0.00135 -1.69787
S 0.19498 -1.51898 0.08268
O 0.88117 -2.58626 0.71985
O -0.44942 -1.89904 -1.12660
N -0.81625 -0.84844 1.13956
S -1.98934 0.03368 0.45889
N -1.34934 0.89185 -0.79589
O -2.37639 1.00388 1.42741
O -3.06639 -0.74609 -0.02170
H 0.82985 1.54506 0.34242
H 1.64097 0.55498 1.54067
H 2.55789 1.36533 0.29284
H 2.45196 -0.91426 -0.29307
H -1.22820 1.85931 -0.54282
H -1.85772 0.75469 -1.65607
*
```

The calculated total energy is -1386.56829 hartree. The value obtained for the HOMO-LUMO gap is 8.95 eV.



# 3
C51H67N12OPSZr | ωB97M-V with the def2-TZVPD basis set

```
! RIJCOSX wB97M-V def2-TZVPD def2/J DEFGRID3
* xyz 2 1
Zr -0.08157 0.20920 0.41096
C -1.42744 -0.36357 4.68449
C -1.38380 -1.73019 4.96269
C -0.77566 -2.55486 4.05393
C -0.22426 -2.03460 2.86924
N -0.33301 -0.71981 2.56329
C -0.90184 0.08357 3.50076
N 0.41487 -2.97416 2.09908
C 1.12908 -2.72216 1.05929
N 1.31674 -1.52961 0.38489
C 2.09295 -1.81353 -0.74064
N 2.48836 -1.04011 -1.68356
C 2.43179 0.33120 -1.64145
C 3.10887 0.98190 -2.68589
C 3.27183 2.34237 -2.66068
C 2.77813 3.04930 -1.56144
C 2.06926 2.36727 -0.60719
N 1.82446 1.03227 -0.65595
C 2.40045 -3.25344 -0.76975
C 3.13285 -4.00705 -1.66756
C 3.25756 -5.36327 -1.39148
C 2.67252 -5.92919 -0.25668
C 1.94204 -5.15887 0.63998
C 1.82219 -3.81211 0.34941
H -1.86742 0.34289 5.37350
H -1.80330 -2.12975 5.87635
H -0.67064 -3.61754 4.21388
H -0.93557 1.12866 3.24245
H 3.51209 0.36434 -3.47485
H 3.80176 2.84753 -3.45750
H 2.93560 4.11233 -1.44874
H 1.66518 2.87749 0.25090
H 3.58666 -3.55650 -2.53916
H 3.82133 -5.99652 -2.06328
H 2.79682 -6.98838 -0.07556
H 1.49031 -5.58747 1.52388
C -3.31135 -0.47134 0.98696
C -3.11439 -1.84734 0.36592
N -1.69955 -2.07142 0.02348
C -1.34440 -2.03657 -1.37239
C -0.78317 0.10480 -2.59142
N -0.88573 1.36039 -1.87791
C -2.25091 1.89552 -1.76475
C -3.14008 0.91863 -1.02419
N -2.52458 0.52669 0.24948
H -2.96427 -0.47231 2.01997
H -4.37474 -0.21214 0.99814
H -3.73345 -1.96812 -0.52653
H -3.44118 -2.61018 1.07176
H -1.35195 -2.91909 0.45281
H -2.20869 -1.97868 -2.03895
H -0.72907 -2.89070 -1.65084
H -1.68541 -0.16584 -3.14566
H 0.06752 0.09223 -3.27081
H -0.25692 2.05158 -2.27006
H -2.68254 2.10560 -2.74826
H -2.19535 2.83343 -1.21478
H -3.31689 0.02179 -1.62175
H -4.12127 1.37256 -0.85510
H -2.38237 1.36472 0.81302
O -0.54690 -0.85276 -1.56079
S 0.50670 -2.54511 -4.24753
C -0.68815 -3.14027 -5.42254
C -0.34849 -4.18246 -6.27853
C -1.28042 -4.66743 -7.18355
C -2.55442 -4.11908 -7.23497
C -2.90026 -3.08363 -6.37843
C -1.96899 -2.59812 -5.47280
C 1.41841 -1.34004 -5.18702
C 0.79139 -0.32988 -5.91087
C 1.55186 0.61255 -6.58633
C 2.93937 0.56260 -6.53215
C 3.56408 -0.44344 -5.80940
C 2.80697 -1.39667 -5.14086
H 0.64639 -4.60613 -6.23473
H -1.01108 -5.47617 -7.84948
H -3.27772 -4.50034 -7.94320
H -3.89280 -2.65452 -6.41892
H -2.23352 -1.78688 -4.80363
H -0.29027 -0.30070 -5.97222
H 1.05978 1.38216 -7.16683
H 3.53042 1.29206 -7.06965
H 4.64472 -0.50416 -5.78443
H 3.29055 -2.19666 -4.59515
N -0.33658 2.01142 1.20140
P -0.21124 3.35486 2.03743
N -0.52744 4.68245 1.10832
C -1.07169 5.95354 1.60870
C -0.18705 7.14453 1.25625
C 0.14736 7.18104 -0.23100
C 0.71279 5.83860 -0.68359
C -0.25860 4.72316 -0.32640
N -1.30108 3.50574 3.27285
C -2.72867 3.41007 2.95376
C -3.56339 4.39558 3.76211
C -3.27306 4.25846 5.25121
C -1.78006 4.42512 5.50593
C -0.98171 3.41142 4.69946
N 1.30331 3.46468 2.68332
C 2.12841 2.30796 3.04950
C 2.41048 2.25527 4.54621
C 2.88137 3.62505 5.08308
C 3.08184 4.62856 3.95227
C 1.82213 4.78228 3.11076
H -1.20902 5.88345 2.68479
H -2.06505 6.09514 1.16144
H 0.73492 7.09730 1.84022
H -0.70064 8.05970 1.55606
H 0.84662 7.98943 -0.44482
H -0.76072 7.39316 -0.80559
H 1.67356 5.64901 -0.19166
H 0.89239 5.83786 -1.76142
H 0.10658 3.74802 -0.64213
H -1.20850 4.90825 -0.84914
H -3.07978 2.38464 3.15391
H -2.85757 3.59635 1.88372
H -4.62025 4.22642 3.54855
H -3.33050 5.41261 3.43581
H -3.58988 3.26638 5.59509
H -3.84966 4.98428 5.82407
H -1.54533 4.30127 6.56433
H -1.46526 5.43518 5.22375
H -1.20362 2.40138 5.07074
H 0.08557 3.56708 4.83024
H 3.06592 2.35019 2.48603
H 1.61741 1.40002 2.72970
H 3.16074 1.48399 4.72812
H 1.50661 1.93040 5.06645
H 3.81040 3.51593 5.64134
H 2.15166 4.02532 5.79208
H 3.91687 4.32207 3.31775
H 3.34721 5.60888 4.34932
H 2.02519 5.39816 2.23238
H 1.06118 5.30759 3.70138
*
```

The calculated total energy is -3502.34064 hartree. For the relative energy (zero: lowest compared OMol25 entry of this formula, charge and spin), the calculation gives 0.000 eV. The value obtained for the HOMO-LUMO gap is 7.10 eV.



# 4
C22H50NO12 | ωB97M-V with the def2-TZVPD basis set

```
! RIJCOSX wB97M-V def2-TZVPD def2/J DEFGRID3
* xyz -1 1
C -0.70003 1.09216 -0.24296
C -0.29407 1.09180 1.19677
O -1.03696 0.57574 2.00461
O 0.85320 1.67734 1.47330
C 1.36069 1.45832 2.79965
C 2.85213 1.71112 2.84697
N 3.29847 2.99682 2.37442
C 2.61271 4.13770 2.98835
C 2.66015 4.14840 4.52163
O 1.82758 4.93172 5.05137
O 3.51075 3.43099 5.10454
H -0.95324 2.09128 -0.57969
H -1.59273 0.50036 -0.37124
H 0.05226 0.63705 -0.87413
H 1.16356 0.45620 3.16182
H 0.85231 2.12073 3.49275
H 3.31967 0.96265 2.20227
H 3.20715 1.51174 3.84961
H 3.28802 3.04807 1.36967
H 3.13563 5.03422 2.66220
H 1.59139 4.23403 2.61775
C -5.74408 1.43031 -0.88065
O -4.84048 0.34742 -0.75046
C -4.94238 -0.30829 0.50961
C -5.75402 -1.58038 0.40591
O -7.10987 -1.32077 0.06859
C -7.37061 -1.51538 -1.30766
H -5.79276 1.69840 -1.93632
H -6.74701 1.16698 -0.53811
H -5.38282 2.29767 -0.31813
H -5.36871 0.36251 1.25995
H -3.92628 -0.56214 0.82682
H -5.75184 -2.08147 1.37837
H -5.30090 -2.25906 -0.32397
H -7.42397 -2.58618 -1.53855
H -6.60400 -1.05319 -1.92992
H -8.33350 -1.06297 -1.54034
C 9.48315 2.30083 1.47760
O 8.99142 3.31602 2.32497
C 7.64535 3.68898 2.02710
C 6.64180 3.04428 2.95556
O 6.61772 1.62933 2.78910
C 7.34115 0.94240 3.78718
H 10.39076 1.89968 1.92939
H 8.76264 1.48853 1.35604
H 9.73711 2.71153 0.49194
H 7.40867 3.44795 0.98542
H 7.58236 4.77468 2.14502
H 5.64076 3.41153 2.71476
H 6.85036 3.30656 3.99561
H 6.77626 0.92799 4.72582
H 8.32214 1.39207 3.96470
H 7.48233 -0.08549 3.44967
C -0.69585 -2.39319 0.74126
O 0.58014 -1.98739 0.26820
C 1.63921 -2.40947 1.11342
C 2.33429 -3.63951 0.57259
O 1.47748 -4.77372 0.55688
C 0.92612 -5.03648 -0.71812
H -1.41369 -2.26635 -0.06995
H -0.70148 -3.44042 1.05417
H -0.99691 -1.75500 1.57566
H 1.27297 -2.58980 2.12816
H 2.36335 -1.58990 1.15913
H 3.17855 -3.88135 1.22506
H 2.72829 -3.44309 -0.42927
H 1.67700 -5.49086 -1.37540
H 0.53737 -4.13018 -1.18793
H 0.10711 -5.74264 -0.58687
C -5.98068 -2.95512 -5.08829
O -5.99975 -1.56930 -4.80240
C -4.82202 -1.11578 -4.14630
C -3.86364 -0.44747 -5.10646
O -3.35226 -1.36005 -6.06837
C -4.00135 -1.27212 -7.32191
H -6.77533 -3.15746 -5.80565
H -5.02793 -3.26852 -5.52043
H -6.17562 -3.53555 -4.17913
H -4.32960 -1.94216 -3.62526
H -5.13228 -0.38395 -3.39568
H -3.01108 -0.06407 -4.53875
H -4.34836 0.40001 -5.60059
H -3.66538 -0.38237 -7.86653
H -5.08829 -1.24057 -7.21670
H -3.72978 -2.15492 -7.89922
*
```

The calculated total energy is -1825.77262 hartree. For the relative energy (zero: lowest compared OMol25 entry of this formula, charge and spin), the calculation gives 0.000 eV. The value obtained for the HOMO-LUMO gap is 6.33 eV.



# 5
C3H6N3O3 | ωB97M-V with the def2-TZVPD basis set

```
! RIJCOSX wB97M-V def2-TZVPD def2/J DEFGRID3
* xyz -1 1
C 0.21525 -0.05579 -0.00861
C -0.38213 -0.26837 -2.33971
C -1.45258 0.61807 1.49452
N 1.10065 0.35025 0.94201
N 0.67023 -0.19441 -1.29759
N 2.16649 -0.40850 1.00015
O 2.26235 -1.59090 0.62669
O 3.10999 0.12499 1.66081
O -1.08749 0.06986 0.32900
H -0.38021 -1.30007 -2.64472
H -0.23383 0.22906 -3.29198
H -1.27212 0.00351 -1.86941
H -2.27240 1.40060 1.32321
H -0.48443 1.06988 1.85943
H -1.95977 -0.04817 2.21619
*
```

The calculated total energy is -507.77809 hartree. Its SMILES is C/N=C(/N=[N+]([O-])[O-])OC. For the relative energy (zero: lowest compared OMol25 entry of this formula, charge and spin), the calculation gives 4.554 eV. The value obtained for the HOMO-LUMO gap is 7.75 eV.



# 6
C2HF2N3O | ωB97M-V with the def2-TZVPD basis set

```
! RIJCOSX wB97M-V def2-TZVPD def2/J DEFGRID3
* xyz 0 1
C -1.39010 0.04054 -0.03314
C -0.21265 0.85856 -0.18589
H 2.37669 -0.90310 0.31846
N 0.72220 -0.10640 -0.09927
N 0.15162 -1.25813 -0.09592
N -1.13115 -1.18866 -0.09645
O 2.02171 -0.01591 0.12469
F -2.69109 0.38157 0.12366
F 0.15277 2.19152 -0.05613
*
```

The calculated total energy is -515.90350 hartree. Its SMILES is On1nnc(F)c1F. For the relative energy (zero: lowest compared OMol25 entry of this formula, charge and spin), the calculation gives 0.855 eV. The value obtained for the HOMO-LUMO gap is 10.53 eV.



Number 1: E_HOMO -11.78 eV, E_LUMO -3.0452 eV. Number 2: E_HOMO -5.45 eV, E_LUMO 3.5071 eV. Number 3: E_HOMO -12.54 eV, E_LUMO -5.4329 eV. Number 4: E_HOMO -4.37 eV, E_LUMO 1.9589 eV. Number 5: E_HOMO -4.02 eV, E_LUMO 3.7327 eV. Number 6: E_HOMO -10.07 eV, E_LUMO 0.4563 eV.